ORCA calculation (ωB97M-V/def2-TZVPD) on a cluster of 12 separate species, C48H85BFN11O3PS in total.

Geometry (Å):
O  1.877  -1.682  0.424
C  1.349  -1.000  -0.419
C  0.518  0.212  -0.138
C  -0.749  0.210  -0.976
C  -1.748  1.328  -0.766
O  -2.971  0.753  -1.178
B  -2.901  -0.529  -0.445
F  -3.366  -0.381  0.900
P  -4.137  -1.953  -1.123
S  -3.954  -3.710  -0.198
O  -1.517  -0.936  -0.485
H  1.462  -1.264  -1.485
H  1.119  1.117  -0.295
H  0.222  0.150  0.914
H  -0.575  -0.010  -2.036
H  -1.769  1.525  0.322
H  -1.550  2.285  -1.263
H  -5.433  -1.427  -1.023
H  -3.948  -2.072  -2.511
C  -4.935  0.407  -5.497
C  -4.585  1.739  -4.851
C  -3.327  2.374  -5.446
C  -2.107  1.601  -5.207
N  -1.150  1.014  -4.965
H  -4.156  -0.332  -5.305
H  -5.866  0.022  -5.081
H  -5.058  0.501  -6.578
H  -4.455  1.611  -3.775
H  -5.404  2.449  -4.993
H  -3.169  3.367  -5.021
H  -3.440  2.499  -6.526
C  1.586  0.276  -6.763
C  2.963  0.601  -7.325
C  2.907  1.689  -8.405
C  2.184  1.253  -9.598
N  1.638  0.896  -10.544
H  0.934  -0.145  -7.530
H  1.654  -0.452  -5.957
H  1.110  1.163  -6.349
H  3.437  -0.295  -7.731
H  3.611  0.966  -6.525
H  3.909  1.989  -8.720
H  2.413  2.579  -8.012
C  4.807  2.842  -1.043
C  5.290  1.472  -1.499
C  4.765  1.111  -2.893
C  3.305  1.030  -2.901
N  2.159  0.963  -2.904
H  3.719  2.853  -0.958
H  5.225  3.094  -0.068
H  5.108  3.621  -1.746
H  4.967  0.712  -0.785
H  6.380  1.440  -1.526
H  5.170  0.156  -3.229
H  5.068  1.866  -3.622
C  -0.130  -2.202  3.401
C  -1.234  -1.448  4.133
C  -1.671  -0.214  3.341
C  -0.603  0.773  3.247
N  0.230  1.565  3.217
H  0.771  -1.591  3.307
H  0.129  -3.110  3.939
H  -0.453  -2.475  2.395
H  -0.908  -1.167  5.138
H  -2.106  -2.093  4.250
H  -2.536  0.278  3.793
H  -1.992  -0.523  2.342
C  4.332  8.715  -1.788
C  3.723  7.334  -1.580
C  4.393  6.559  -0.441
C  5.795  6.254  -0.727
N  6.886  5.996  -0.973
H  5.382  8.644  -2.077
H  3.805  9.256  -2.573
H  4.273  9.310  -0.874
H  3.793  6.751  -2.499
H  2.662  7.423  -1.343
H  3.877  5.614  -0.263
H  4.348  7.129  0.489
C  -2.977  5.436  3.214
C  -1.904  4.354  3.225
C  -0.766  4.674  2.251
C  -1.202  4.640  0.858
N  -1.549  4.481  -0.224
H  -3.447  5.513  2.232
H  -3.761  5.224  3.936
H  -2.543  6.410  3.459
H  -2.335  3.387  2.969
H  -1.480  4.256  4.226
H  0.024  3.929  2.357
H  -0.329  5.652  2.465
C  5.463  -2.403  -12.861
C  3.947  -2.278  -12.954
C  3.322  -1.694  -11.683
C  3.516  -2.566  -10.526
N  3.676  -3.244  -9.613
H  5.752  -3.091  -12.066
H  5.882  -2.777  -13.795
H  5.922  -1.434  -12.653
H  3.505  -3.255  -13.158
H  3.677  -1.627  -13.787
H  2.253  -1.525  -11.813
H  3.757  -0.721  -11.452
C  -5.929  3.573  8.044
C  -4.859  2.489  8.038
C  -3.679  2.834  7.124
C  -4.077  2.915  5.719
N  -4.390  2.956  4.615
H  -6.367  3.699  7.053
H  -6.733  3.320  8.735
H  -5.512  4.534  8.354
H  -5.290  1.539  7.721
H  -4.470  2.340  9.046
H  -2.892  2.083  7.207
H  -3.240  3.792  7.411
C  3.941  -2.758  7.202
C  4.196  -3.980  6.329
C  3.197  -4.092  5.172
C  1.829  -4.296  5.642
N  0.742  -4.423  5.987
H  2.962  -2.812  7.680
H  4.692  -2.679  7.987
H  3.975  -1.841  6.611
H  4.152  -4.888  6.933
H  5.198  -3.932  5.900
H  3.453  -4.921  4.510
H  3.208  -3.185  4.564
C  -2.013  -5.469  2.959
C  -1.466  -6.817  2.504
C  -2.097  -7.277  1.185
C  -3.533  -7.505  1.322
N  -4.668  -7.626  1.445
H  -3.085  -5.527  3.156
H  -1.518  -5.136  3.873
H  -1.864  -4.705  2.194
H  -1.635  -7.575  3.272
H  -0.386  -6.751  2.353
H  -1.633  -8.194  0.817
H  -1.957  -6.510  0.420
C  -4.562  -5.865  7.250
C  -3.418  -5.054  6.656
C  -2.179  -5.011  7.560
C  -2.437  -4.318  8.821
N  -2.639  -3.764  9.806
H  -4.917  -5.423  8.182
H  -5.403  -5.911  6.558
H  -4.246  -6.889  7.460
H  -3.749  -4.034  6.454
H  -3.114  -5.481  5.700
H  -1.360  -4.512  7.045
H  -1.838  -6.024  7.782

Its gap between HOMO and LUMO is 6.280 eV. The charge is -1. The HOMO energy is -4.443 eV. The calculation puts the calculated total energy at -3572.41607 hartree. For the largest force on an atom, the calculation gives 1.6 eV/A.



ORCA calculation (ωB97M-V/def2-TZVPD) on a cluster of 10 separate species, C48H86N2O16S6 in total.

Geometry (Å):
C  -21.700  -31.632  -19.807
C  -22.939  -31.617  -19.291
C  -23.547  -30.372  -19.026
C  -22.818  -29.143  -19.315
C  -21.564  -29.178  -19.833
C  -21.033  -30.421  -20.116
N  -23.473  -27.856  -19.012
O  -23.312  -27.005  -19.828
O  -24.178  -27.758  -18.015
H  -21.205  -32.568  -20.021
H  -23.412  -32.538  -18.983
H  -24.562  -30.462  -18.670
H  -21.040  -28.244  -19.968
H  -20.103  -30.325  -20.656
C  -28.327  -28.960  -11.377
C  -28.058  -29.149  -10.035
C  -27.299  -30.254  -9.662
C  -26.916  -31.201  -10.626
C  -27.235  -30.970  -11.966
C  -28.010  -29.852  -12.343
N  -26.409  -32.605  -10.260
O  -26.728  -33.071  -9.172
O  -25.686  -33.131  -11.114
H  -28.727  -28.015  -11.715
H  -28.297  -28.385  -9.310
H  -27.022  -30.363  -8.624
H  -27.080  -31.694  -12.752
H  -28.388  -29.906  -13.353
C  -26.906  -27.731  -15.157
C  -27.106  -26.212  -15.092
C  -28.502  -25.677  -15.327
C  -28.612  -24.189  -15.132
C  -29.989  -23.651  -15.642
C  -30.081  -22.116  -15.424
H  -27.733  -28.341  -15.521
H  -26.395  -28.261  -14.353
H  -26.228  -28.099  -15.927
H  -26.523  -25.772  -14.283
H  -26.393  -25.856  -15.835
H  -29.168  -26.237  -14.670
H  -28.795  -25.912  -16.350
H  -28.288  -24.030  -14.104
H  -27.881  -23.780  -15.830
H  -30.140  -23.829  -16.706
H  -30.860  -24.100  -15.166
H  -29.470  -21.549  -16.127
H  -31.121  -21.820  -15.565
H  -30.027  -21.832  -14.373
C  -24.439  -20.014  -13.976
C  -25.346  -20.210  -15.061
C  -26.052  -18.875  -15.486
C  -26.831  -18.943  -16.857
C  -27.741  -17.673  -17.106
C  -28.067  -17.612  -18.678
H  -24.878  -20.258  -13.008
H  -24.143  -18.980  -13.798
H  -23.530  -20.580  -14.182
H  -24.826  -20.473  -15.983
H  -25.931  -21.129  -15.058
H  -25.456  -17.973  -15.344
H  -26.727  -18.891  -14.631
H  -26.130  -19.348  -17.587
H  -27.483  -19.797  -16.673
H  -28.596  -17.676  -16.430
H  -27.256  -16.742  -16.814
H  -27.132  -17.760  -19.219
H  -28.788  -18.328  -19.072
H  -28.575  -16.674  -18.904
C  -27.914  -26.282  -20.339
C  -27.514  -26.390  -21.859
C  -27.358  -27.874  -22.238
S  -27.349  -28.902  -20.688
O  -26.095  -29.643  -20.739
O  -28.731  -29.424  -20.557
C  -27.111  -27.345  -19.601
H  -28.950  -26.615  -20.398
H  -27.715  -25.275  -19.973
H  -26.580  -25.851  -22.019
H  -28.232  -25.958  -22.556
H  -26.339  -27.932  -22.621
H  -27.942  -28.325  -23.040
H  -26.127  -26.891  -19.718
H  -27.301  -27.534  -18.544
C  -32.335  -20.417  -11.783
C  -33.828  -20.850  -11.370
C  -33.860  -21.196  -9.852
S  -32.162  -21.106  -9.178
O  -31.911  -22.388  -8.400
O  -31.719  -19.802  -8.644
C  -31.377  -21.168  -10.852
H  -32.041  -19.370  -11.704
H  -32.166  -20.752  -12.807
H  -34.325  -21.643  -11.929
H  -34.341  -19.898  -11.509
H  -34.283  -22.200  -9.893
H  -34.510  -20.529  -9.285
H  -31.352  -22.231  -11.088
H  -30.332  -20.891  -10.708
C  -34.207  -25.018  -12.028
C  -33.326  -25.634  -11.010
C  -32.418  -26.712  -11.599
S  -32.832  -26.850  -13.439
O  -33.889  -27.782  -13.516
O  -31.578  -27.035  -14.209
C  -33.486  -25.149  -13.371
H  -34.527  -23.996  -11.824
H  -35.079  -25.629  -12.260
H  -34.019  -26.144  -10.339
H  -32.946  -24.888  -10.312
H  -32.324  -27.719  -11.190
H  -31.456  -26.203  -11.663
H  -34.036  -24.877  -14.272
H  -32.537  -24.618  -13.296
C  -22.394  -23.943  -18.035
C  -23.617  -24.500  -17.228
C  -23.715  -23.604  -15.991
S  -21.899  -23.500  -15.286
O  -21.770  -24.762  -14.520
O  -21.746  -22.159  -14.602
C  -21.238  -23.604  -17.099
H  -22.882  -23.059  -18.446
H  -22.137  -24.662  -18.813
H  -23.351  -25.552  -17.124
H  -24.516  -24.392  -17.836
H  -24.434  -23.912  -15.231
H  -23.836  -22.554  -16.260
H  -20.346  -24.231  -17.087
H  -20.915  -22.566  -17.181
C  -26.543  -23.698  -11.821
C  -27.492  -22.739  -11.046
C  -28.125  -23.421  -9.788
S  -27.969  -25.250  -9.901
O  -29.266  -25.835  -9.872
O  -26.953  -25.721  -8.946
C  -27.245  -25.150  -11.710
H  -25.607  -23.692  -11.263
H  -26.250  -23.469  -12.846
H  -28.303  -22.414  -11.698
H  -26.961  -21.799  -10.895
H  -29.180  -23.312  -9.534
H  -27.587  -23.134  -8.885
H  -28.033  -25.208  -12.461
H  -26.552  -25.988  -11.791
C  -31.925  -26.243  -19.811
C  -33.364  -26.053  -20.409
C  -34.261  -26.469  -19.306
S  -33.413  -26.549  -17.632
O  -33.108  -27.956  -17.251
O  -34.066  -25.558  -16.740
C  -31.863  -25.773  -18.373
H  -31.152  -25.856  -20.475
H  -31.766  -27.322  -19.816
H  -33.589  -26.577  -21.337
H  -33.753  -25.050  -20.583
H  -34.641  -27.468  -19.521
H  -35.218  -25.947  -19.328
H  -31.028  -25.898  -17.683
H  -32.048  -24.699  -18.390

Its gap between HOMO and LUMO (spin up / spin down) is 1.308 / 5.318 eV. The charge is -1. The HOMO energy (spin up / spin down) is -0.469 / -4.478 eV. Its spin multiplicity is 2. The calculation puts the calculated total energy at -5582.48286 hartree. For the largest force on an atom, the calculation gives 6.2 eV/A.



ORCA calculation (ωB97M-V/def2-TZVPD) on a cluster of 10 separate species, C48H86N2O16S6 in total.

Geometry (Å):
C  7.650  -7.531  -10.455
C  7.288  -8.066  -9.152
C  6.716  -7.319  -8.152
C  6.629  -5.932  -8.350
C  6.958  -5.378  -9.603
C  7.503  -6.152  -10.631
N  6.212  -4.995  -7.288
O  6.294  -3.759  -7.602
O  6.003  -5.451  -6.174
H  7.968  -8.184  -11.254
H  7.546  -9.100  -8.976
H  6.477  -7.690  -7.167
H  6.881  -4.313  -9.769
H  7.862  -5.731  -11.558
C  -13.160  -0.338  2.014
C  -12.966  0.007  0.649
C  -11.669  -0.058  0.127
C  -10.635  -0.527  0.926
C  -10.935  -0.955  2.294
C  -12.202  -0.918  2.773
N  -9.264  -0.815  0.408
O  -9.101  -1.031  -0.797
O  -8.384  -0.641  1.162
H  -14.198  -0.302  2.308
H  -13.729  0.262  -0.072
H  -11.405  0.215  -0.884
H  -10.187  -1.539  2.811
H  -12.536  -1.270  3.738
C  -4.483  7.048  -5.056
C  -5.197  6.504  -3.718
C  -6.504  7.166  -3.491
C  -7.064  6.621  -2.124
C  -8.487  6.935  -1.789
C  -8.903  6.468  -0.476
H  -3.684  6.376  -5.369
H  -4.244  8.112  -5.070
H  -5.188  7.044  -5.887
H  -5.368  5.438  -3.871
H  -4.505  6.530  -2.877
H  -7.304  6.832  -4.151
H  -6.615  8.247  -3.576
H  -6.899  5.544  -2.075
H  -6.492  7.120  -1.342
H  -8.520  8.024  -1.756
H  -9.226  6.547  -2.489
H  -8.108  6.486  0.270
H  -9.742  7.121  -0.237
H  -9.245  5.442  -0.615
C  0.658  0.878  -3.691
C  0.981  0.648  -2.258
C  0.338  -0.660  -1.808
C  0.545  -0.853  -0.239
C  -0.267  -2.021  0.307
C  -1.187  -1.944  1.444
H  -0.401  0.903  -3.948
H  1.271  0.115  -4.169
H  1.036  1.841  -4.037
H  2.058  0.658  -2.091
H  0.585  1.442  -1.625
H  0.811  -1.451  -2.390
H  -0.685  -0.589  -2.178
H  1.624  -0.989  -0.169
H  0.368  0.084  0.291
H  -0.960  -2.041  -0.534
H  0.263  -2.971  0.229
H  -1.703  -0.996  1.296
H  -1.975  -2.695  1.392
H  -0.624  -1.881  2.375
C  6.838  4.361  -6.222
C  6.543  5.787  -6.936
C  5.408  6.483  -6.127
S  5.756  6.164  -4.305
O  4.622  5.646  -3.571
O  6.540  7.240  -3.657
C  6.999  4.785  -4.695
H  7.690  3.960  -6.772
H  6.068  3.619  -6.434
H  6.064  5.704  -7.912
H  7.427  6.411  -7.072
H  4.447  6.081  -6.449
H  5.466  7.566  -6.233
H  7.042  4.113  -3.838
H  7.865  5.444  -4.752
C  2.485  -7.880  8.190
C  3.047  -7.217  9.488
C  2.076  -6.168  9.952
S  0.555  -6.362  8.852
O  -0.094  -5.092  8.600
O  -0.332  -7.447  9.311
C  1.521  -6.931  7.390
H  1.793  -8.670  8.482
H  3.153  -8.309  7.443
H  4.120  -7.027  9.524
H  2.988  -7.918  10.321
H  2.552  -5.214  9.724
H  1.667  -6.265  10.957
H  2.075  -6.122  6.914
H  0.883  -7.316  6.594
C  -0.911  -7.037  -5.827
C  -0.607  -7.858  -7.207
C  -1.828  -8.723  -7.464
S  -3.258  -7.560  -7.017
O  -4.413  -8.411  -6.759
O  -3.371  -6.418  -7.988
C  -2.422  -6.866  -5.532
H  -0.460  -6.044  -5.817
H  -0.345  -7.597  -5.082
H  0.395  -8.275  -7.109
H  -0.509  -7.061  -7.944
H  -1.844  -9.504  -6.704
H  -2.028  -9.154  -8.445
H  -2.786  -7.441  -4.681
H  -2.803  -5.859  -5.365
C  -6.319  2.693  7.139
C  -5.110  3.061  7.883
C  -4.808  4.585  7.846
S  -5.523  5.035  6.193
O  -4.328  5.338  5.341
O  -6.487  6.084  6.404
C  -6.136  3.396  5.766
H  -7.215  3.106  7.603
H  -6.552  1.630  7.081
H  -4.468  2.397  7.303
H  -5.343  2.730  8.895
H  -3.792  4.904  7.616
H  -5.210  5.293  8.570
H  -5.385  2.858  5.187
H  -7.061  3.430  5.190
C  6.828  -2.978  4.158
C  8.090  -2.073  4.066
C  9.366  -2.776  4.648
S  8.877  -4.428  5.194
O  8.222  -4.425  6.510
O  9.871  -5.384  4.814
C  7.490  -4.427  3.968
H  6.158  -2.642  3.367
H  6.389  -2.930  5.155
H  7.921  -1.217  4.719
H  8.317  -1.696  3.068
H  9.936  -2.092  5.275
H  10.008  -2.912  3.777
H  6.760  -5.222  4.120
H  8.042  -4.427  3.028
C  2.939  6.050  4.911
C  3.876  5.741  3.692
C  4.806  7.063  3.407
S  4.603  8.234  4.845
O  3.512  9.188  4.451
O  5.868  8.734  5.340
C  3.861  6.979  5.867
H  2.698  5.083  5.352
H  2.026  6.563  4.606
H  3.301  5.343  2.856
H  4.532  4.955  4.066
H  4.794  7.549  2.432
H  5.814  6.689  3.585
H  3.512  7.383  6.818
H  4.665  6.344  6.239

Its gap between HOMO and LUMO is 8.868 eV. The HOMO energy is -9.960 eV. The calculation puts the calculated total energy at -5582.47366 hartree. For the largest force on an atom, the calculation gives 4.2 eV/A.